[1]
{
  "formula": "C35H51AsBrCl3FN5NbO7Si3",
  "method": "ωB97M-V/def2-TZVPD",
  "elements": ["Nb", "C", "C", "N", "C", "C", "C", "O", "O", "C", "O", "C", "C", "C", "F", "C", "C", "C", "N", "C", "C", "N", "C", "C", "H", "H", "H", "H", "H", "H", "H", "H", "H", "H", "H", "H", "H", "H", "H", "H", "H", "H", "Br", "C", "C", "C", "C", "C", "N", "C", "O", "O", "H", "H", "H", "C", "Si", "C", "C", "As", "Si", "C", "C", "C", "Si", "C", "C", "C", "H", "H", "H", "H", "H", "H", "H", "H", "H", "H", "H", "H", "H", "H", "H", "H", "H", "H", "H", "H", "H", "H", "H", "H", "H", "H", "H", "C", "O", "C", "O", "H", "H", "H", "Cl", "C", "Cl", "Cl", "C", "N"],
  "positions_angstrom": [[-0.95, -0.54, -1.55], [-2.70, -6.85, 2.54], [-1.51, -6.99, 1.52], [-0.95, -5.68, 0.96], [-1.66, -5.14, -0.04], [-1.43, -3.84, -0.54], [-2.17, -3.40, -1.79], [-1.61, -2.30, -2.32], [-3.15, -3.98, -2.24], [-0.56, -2.97, 0.19], [-0.12, -1.80, -0.26], [-0.08, -3.55, 1.41], [0.59, -2.62, 2.28], [1.31, -3.15, 3.35], [1.96, -2.33, 4.21], [1.45, -4.58, 3.52], [0.87, -5.43, 2.57], [-0.08, -4.94, 1.72], [2.18, -5.13, 4.57], [3.38, -4.41, 4.99], [4.15, -5.19, 6.02], [3.87, -6.69, 5.80], [2.44, -7.10, 5.96], [1.54, -5.90, 5.61], [-3.69, -7.02, 2.03], [-2.79, -5.87, 2.96], [-2.66, -7.68, 3.25], [-1.85, -7.63, 0.69], [-0.65, -7.55, 1.91], [-2.37, -5.73, -0.60], [0.62, -1.57, 2.09], [1.05, -6.54, 2.63], [3.14, -3.41, 5.38], [4.05, -4.26, 4.12], [3.97, -4.94, 7.07], [5.23, -5.12, 5.86], [4.47, -7.25, 6.40], [4.18, -6.95, 4.86], [2.25, -7.45, 6.96], [2.24, -7.92, 5.27], [1.43, -5.29, 6.54], [0.57, -6.26, 5.24], [-3.34, 0.40, -5.19], [-1.58, -0.28, -4.67], [-0.98, -0.72, -5.83], [0.34, -0.39, -6.11], [1.21, -0.13, -5.03], [0.60, 0.05, -3.81], [-0.83, 0.06, -3.61], [1.52, 0.38, -2.71], [2.73, 0.39, -2.90], [0.90, 0.60, -1.55], [-1.67, -1.01, -6.64], [0.69, -0.29, -7.15], [2.27, -0.01, -5.10], [-0.30, 3.91, -5.51], [-0.79, 5.01, -3.97], [-2.77, 5.16, -3.86], [0.07, 6.73, -3.99], [-0.19, 3.58, -1.85], [2.39, 3.79, -1.68], [2.33, 5.67, -1.14], [3.04, 2.84, -0.23], [3.51, 3.68, -3.24], [-0.92, 5.10, 0.04], [-2.61, 4.57, 0.81], [0.27, 4.86, 1.64], [-1.24, 6.95, -0.44], [-1.20, 3.59, -6.10], [0.24, 2.99, -5.22], [0.24, 4.51, -6.22], [-3.17, 6.15, -4.22], [-3.03, 4.91, -2.79], [-3.11, 4.35, -4.51], [-0.45, 7.49, -3.38], [0.09, 7.08, -5.04], [1.12, 6.58, -3.62], [2.35, 5.68, -0.04], [1.37, 6.13, -1.40], [3.16, 6.34, -1.44], [3.97, 3.39, 0.11], [3.40, 1.86, -0.62], [2.28, 2.68, 0.54], [2.89, 3.24, -4.07], [4.27, 2.98, -2.95], [3.85, 4.65, -3.57], [-2.58, 3.62, 1.41], [-3.36, 4.54, 0.02], [-2.86, 5.42, 1.48], [-0.02, 3.88, 2.04], [0.03, 5.57, 2.46], [1.34, 4.78, 1.45], [-2.21, 7.17, -0.85], [-0.46, 7.39, -1.08], [-1.25, 7.50, 0.54], [-4.59, 1.97, -1.70], [-3.10, 1.83, -1.73], [-2.49, 0.68, -1.58], [-3.14, -0.38, -1.36], [-5.04, 1.00, -1.57], [-4.85, 2.47, -2.62], [-4.81, 2.66, -0.85], [-0.40, 2.13, 4.80], [-1.69, 1.26, 3.92], [-3.17, 2.22, 3.82], [-1.94, -0.34, 4.64], [-1.27, 1.02, 2.53], [-1.02, 1.01, 1.35]],
  "mulliken_charge": [-0.04, -1.16, -0.76, 0.15, -0.31, 0.08, -0.07, -0.47, -0.57, 1.59, -0.79, 0.27, -1.02, 0.60, -0.31, -1.06, -0.82, -0.03, 0.44, -0.51, -0.84, -0.14, -0.81, -0.53, 0.36, 0.37, 0.36, 0.52, 0.40, 0.61, 0.71, 0.53, 0.38, 0.43, 0.38, 0.39, 0.35, 0.41, 0.40, 0.41, 0.33, 0.41, -0.03, 0.06, -0.94, -0.39, -0.38, 0.45, 0.47, 0.72, -0.58, -0.50, 0.46, 0.48, 0.63, -0.87, 0.46, -0.84, -1.00, 0.01, 0.71, -0.70, -1.06, -1.17, 0.50, -0.56, -0.69, -1.15, 0.33, -0.02, 0.45, 0.41, 0.03, 0.29, 0.28, 0.45, 0.23, 0.27, -0.32, 0.49, 0.41, 0.30, 0.22, 0.20, 0.40, 0.45, -0.23, 0.16, 0.42, -0.10, 0.39, 0.31, 0.40, 0.31, 0.36, -0.82, 0.07, 1.69, -0.56, 0.43, 0.28, 0.24, -0.06, 0.82, -0.04, -0.09, -0.36, -0.23],
  "charge": 3,
  "multiplicity": 1,
  "relative_energy_kj_mol": 497.80,
  "homo_energy_ha": [-0.47157, -0.47143],
  "orbital_gap_ev": [3.440, 3.430]
}

[2]
{
  "formula": "C24H36N7O11P3S2W",
  "method": "ωB97M-V/def2-TZVPD",
  "elements": ["W", "O", "C", "N", "C", "O", "C", "C", "C", "C", "C", "N", "C", "C", "C", "C", "C", "N", "H", "H", "H", "H", "H", "H", "H", "H", "O", "P", "O", "O", "O", "P", "O", "O", "O", "H", "H", "C", "N", "C", "N", "C", "N", "C", "N", "C", "C", "H", "H", "H", "H", "H", "H", "H", "H", "H", "H", "H", "H", "C", "C", "C", "O", "P", "S", "S", "O", "C", "C", "C", "H", "H", "H", "H", "H", "H", "H", "H", "H", "H", "H", "H", "H", "H"],
  "positions_angstrom": [[0.99, -0.37, 0.77], [0.78, -2.52, -2.59], [0.77, -1.58, -1.83], [0.13, -1.52, -0.59], [-0.86, -2.41, -0.18], [-1.21, -3.41, -0.75], [-1.44, -1.91, 1.08], [-2.49, -2.55, 1.71], [-3.06, -2.00, 2.85], [-2.58, -0.76, 3.28], [-1.53, -0.17, 2.61], [-0.90, -0.73, 1.55], [1.43, -0.29, -2.08], [1.98, 0.01, -3.32], [2.47, 1.27, -3.58], [2.38, 2.21, -2.56], [1.87, 1.86, -1.34], [1.38, 0.64, -1.04], [-2.84, -3.49, 1.29], [-3.86, -2.50, 3.37], [-3.02, -0.27, 4.13], [-1.18, 0.80, 2.92], [1.98, -0.79, -4.05], [2.90, 1.52, -4.53], [2.72, 3.22, -2.72], [1.83, 2.59, -0.54], [2.78, 1.55, 1.60], [1.15, 1.88, 1.81], [0.94, 3.33, 1.69], [-1.06, 1.61, -0.14], [1.09, 1.51, 3.45], [1.46, 0.01, 3.90], [2.95, 0.18, 4.40], [0.49, -0.57, 4.83], [1.57, -0.73, 2.53], [3.34, 2.20, 2.05], [3.46, -0.64, 4.36], [-1.31, 3.08, -0.37], [-2.39, 3.43, -1.19], [-3.72, 3.05, -0.73], [-4.10, 1.70, -1.10], [-3.26, 0.70, -0.46], [-1.85, 0.69, -0.88], [-1.73, 0.82, -2.34], [-2.60, 1.79, -2.97], [-2.24, 3.16, -2.61], [-3.97, 1.55, -2.55], [-1.42, 3.49, 0.63], [-0.39, 3.46, -0.81], [-4.44, 3.74, -1.19], [-3.77, 3.16, 0.35], [-3.66, -0.29, -0.70], [-3.28, 0.84, 0.62], [-1.97, -0.17, -2.75], [-0.69, 1.05, -2.58], [-2.90, 3.83, -3.16], [-1.20, 3.35, -2.90], [-4.25, 0.53, -2.82], [-4.63, 2.26, -3.04], [3.18, -5.51, -1.22], [3.53, -4.06, -0.96], [4.82, -3.64, -1.64], [3.71, -3.91, 0.48], [3.12, -2.72, 1.35], [3.96, -2.75, 3.11], [3.31, -1.04, 0.17], [1.47, -2.95, 1.29], [0.81, -4.01, 2.09], [1.63, -5.29, 2.15], [0.47, -3.52, 3.48], [3.28, -5.73, -2.28], [2.15, -5.71, -0.94], [3.85, -6.16, -0.65], [2.71, -3.42, -1.29], [5.63, -4.29, -1.33], [5.06, -2.61, -1.39], [4.69, -3.71, -2.72], [-0.10, -4.20, 1.52], [2.59, -5.11, 2.62], [1.79, -5.70, 1.16], [1.08, -6.02, 2.75], [1.36, -3.45, 4.10], [-0.23, -4.21, 3.95], [0.01, -2.54, 3.46]],
  "lowdin_spin": [1.47, 0.02, 0.01, 0.01, 0.01, 0.02, 0.03, 0.00, 0.02, 0.00, 0.03, 0.02, 0.05, 0.00, 0.04, -0.01, 0.04, 0.01, 0.00, 0.00, 0.00, 0.00, 0.00, 0.00, 0.00, 0.00, 0.03, 0.01, -0.01, 0.03, 0.00, 0.01, 0.00, 0.01, 0.07, 0.00, 0.00, 0.00, 0.00, 0.00, 0.00, 0.00, 0.00, 0.00, 0.00, 0.00, 0.00, 0.00, 0.00, 0.00, 0.00, 0.00, 0.00, 0.00, 0.00, 0.00, 0.00, 0.00, 0.00, 0.00, 0.00, 0.00, 0.00, 0.01, 0.01, 0.04, 0.01, 0.00, 0.00, 0.00, 0.00, 0.00, 0.00, 0.00, 0.00, 0.00, 0.00, 0.00, 0.00, 0.00, 0.00, 0.00, 0.00, 0.00],
  "multiplicity": 3,
  "homo_energy_ha": [-0.28071, -0.30839],
  "orbital_gap_ev": [6.271, 6.967]
}